Here is C27H50OP2Re as an isolated structure from the OMol25 dataset. Energies are from the ωB97M-V functional and the def2-TZVPD basis.

Cartesian coordinates (Å):
Re (-0.2674, 1.0956, 0.6660)
C (0.1115, 3.1423, 0.3316)
C (-1.2071, 2.7741, -0.1429)
C (-1.1297, 2.4128, 2.1616)
C (0.1414, 2.9339, 1.7553)
C (-1.9676, 2.3150, 0.9989)
C (1.1780, 3.8694, -0.4281)
H (1.1184, 3.6735, -1.4986)
H (2.1718, 3.5757, -0.0754)
H (1.0822, 4.9524, -0.2792)
C (1.2344, 3.4258, 2.6506)
H (2.2191, 3.2878, 2.1806)
H (1.2257, 2.8881, 3.6043)
H (1.1192, 4.5002, 2.8718)
C (-1.6122, 2.2140, 3.5664)
H (-2.0973, 3.1180, 3.9681)
H (-0.7846, 1.9695, 4.2324)
H (-2.3506, 1.4049, 3.6196)
C (-3.4519, 2.0836, 1.0380)
H (-3.9530, 2.9483, 1.5020)
H (-3.6911, 1.2022, 1.6492)
H (-3.8614, 1.9518, 0.0369)
C (-1.8082, 3.1677, -1.4542)
H (-2.4300, 4.0681, -1.3098)
H (-2.4599, 2.3752, -1.8434)
H (-1.0417, 3.4059, -2.1985)
C (1.7292, -2.4592, -2.1087)
C (1.8220, -1.4701, -3.0352)
C (1.1814, -1.5334, -4.3946)
C (-0.2662, -2.0945, -4.4209)
C (-1.0833, -1.8885, -3.1853)
C (-1.2592, -2.8585, -2.2429)
C (-0.3403, -4.0090, -2.0064)
C (1.1403, -3.8024, -2.4226)
H (1.7915, -2.1446, -5.0843)
H (-0.2528, -3.1631, -4.6891)
H (1.1846, -0.5230, -4.8395)
H (1.2598, -4.0313, -3.4962)
H (2.2695, -2.3839, -1.1556)
H (2.6519, -0.7474, -3.0085)
H (1.7285, -4.5727, -1.8983)
H (-0.3893, -4.2878, -0.9381)
H (-2.2041, -2.9734, -1.6932)
H (-0.7113, -4.8995, -2.5536)
H (-0.8002, -1.5946, -5.2502)
H (-1.7290, -1.0044, -3.2080)
P (1.3991, 0.4089, -1.0094)
C (3.0981, 0.0636, -0.5711)
C (0.8684, 1.1072, -2.6050)
P (-1.7347, -0.7970, 0.1337)
C (0.1031, -0.9232, -0.4879)
C (-2.9680, -0.5181, -1.1601)
C (-2.1472, -2.2103, 1.1587)
H (3.1593, -0.2282, 0.4841)
H (3.6740, 0.9886, -0.7043)
H (3.5494, -0.7214, -1.1848)
H (0.3072, 0.3485, -3.1655)
H (1.7503, 1.4242, -3.1794)
H (0.2139, 1.9688, -2.4535)
H (-1.8378, -3.1557, 0.6857)
H (-3.2396, -2.2314, 1.3329)
H (-1.6451, -2.0971, 2.1310)
H (0.5970, -1.7419, 0.0464)
H (-0.0704, -1.2178, -1.5169)
H (-3.8756, -0.0950, -0.7080)
H (-3.2450, -1.4451, -1.6761)
H (-2.5794, 0.1968, -1.9023)
C (2.4214, -1.5367, 2.9310)
C (1.2218, -0.6466, 3.2512)
C (0.1388, -1.4817, 3.9316)
C (1.6765, 0.4813, 4.1640)
O (0.7509, -0.1622, 2.0011)
H (2.8197, -1.9727, 3.8558)
H (3.2089, -0.9388, 2.4579)
H (2.1308, -2.3488, 2.2536)
H (0.4982, -1.7948, 4.9215)
H (-0.7871, -0.9117, 4.0640)
H (-0.0599, -2.3854, 3.3429)
H (2.4078, 1.1090, 3.6441)
H (0.8254, 1.0808, 4.4976)
H (2.1590, 0.0691, 5.0637)

Computed properties:
ΔE to the lowest compared entry with this formula, charge and spin = 3.495 eV
E_LUMO (alpha / beta) = -5.247 / -7.590 eV
total charge = +2
highest occupied orbital energy (alpha / beta) = -12.5263 / -14.2121 eV
energy = -1894.30417 Eh
spin multiplicity = 4
orbital gap (alpha / beta) = 7.280 / 6.622 eV
largest force on an atom = 0.163 Eh/bohr